Below is C6H6O5Ti as an isolated structure, with properties calculated with ωB97M-V with the def2-TZVPD basis set.

Geometry as XYZ:
```
18
Properties=species:S:1:pos:R:3:mulliken_charge:R:1
Ti 0.056 -0.050 0.733 0.28
O 0.017 3.110 -0.056 -0.04
C -0.013 1.973 0.213 0.50
C -0.202 -1.993 0.003 0.48
O -0.261 -3.128 -0.248 -0.02
C 1.976 -0.065 0.013 0.56
O 3.093 -0.072 -0.313 -0.02
C -1.973 0.118 0.203 0.49
O -3.065 0.205 -0.138 -0.01
C 0.009 0.751 -1.540 -0.74
H -0.929 1.259 -1.887 0.48
H 0.972 1.194 -1.914 0.51
C -0.067 -0.686 -1.552 -0.70
H 0.857 -1.189 -1.898 0.55
H -1.045 -1.062 -1.917 0.51
O 0.339 -0.118 3.005 -0.57
H 0.090 -0.829 3.633 0.37
H 0.144 0.581 3.658 0.37
```

2S+1: 2
total energy: -1456.520540 hartree
expectation value of S²: 0.76
LUMO (spin up / spin down): -16.549 / -16.565 eV
total charge: +3
relative energy (zero: lowest compared OMol25 entry of this formula, charge and spin): 56.0 kJ/mol
orbital gap (spin up / spin down): 0.29538 / 0.30103 Eh